Entry 1:
Below is a cluster of 4 separate species, C41H92FN3O12P3 in total in a non-equilibrium geometry, with properties calculated with ωB97M-V with the def2-TZVPD basis set.

```
! RIJCOSX wB97M-V def2-TZVPD def2/J DEFGRID3
* xyz 1 1
C 3.83 0.00 -0.20
C 2.61 0.07 -1.16
C 1.59 -0.98 -0.65
C 0.30 -1.06 -1.51
C -0.87 -1.46 -0.56
C -2.11 -1.75 -1.42
C -2.12 -3.19 -2.01
C -2.18 -4.28 -0.92
C -3.38 -4.10 0.06
C -4.66 -3.88 -0.76
C -5.98 -4.05 0.03
C -6.95 -2.85 -0.16
C -8.37 -3.28 -0.60
C -9.42 -2.20 -0.24
C -9.30 -1.05 -1.30
C -9.33 0.28 -0.55
N -9.12 1.50 -1.40
C -9.16 2.59 -0.49
N -10.36 3.07 -0.25
N -8.08 3.14 0.06
C -6.91 2.24 0.22
C -6.63 1.36 -1.02
C -7.78 1.59 -2.02
C -7.63 0.81 -3.36
C -6.29 0.06 -3.53
C -6.21 -0.36 -5.02
F -5.56 -1.57 -5.17
H 4.29 -0.98 -0.32
H 3.42 0.06 0.82
H 4.51 0.83 -0.38
H 2.16 1.07 -1.18
H 2.95 -0.24 -2.15
H 2.06 -1.97 -0.63
H 1.28 -0.67 0.35
H 0.40 -1.82 -2.29
H -0.01 -0.09 -1.93
H -1.07 -0.63 0.13
H -0.55 -2.31 0.05
H -2.07 -1.07 -2.28
H -3.05 -1.52 -0.89
H -1.18 -3.29 -2.56
H -2.91 -3.29 -2.76
H -2.24 -5.28 -1.35
H -1.26 -4.24 -0.33
H -3.43 -4.98 0.71
H -3.12 -3.24 0.69
H -4.63 -2.85 -1.13
H -4.62 -4.51 -1.66
H -5.74 -4.18 1.09
H -6.52 -4.94 -0.31
H -6.55 -2.20 -0.95
H -6.96 -2.26 0.77
H -8.63 -4.24 -0.15
H -8.33 -3.39 -1.69
H -9.15 -1.83 0.75
H -10.44 -2.60 -0.28
H -8.32 -1.20 -1.76
H -10.06 -1.14 -2.08
H -8.67 0.22 0.33
H -10.34 0.37 -0.12
H -11.18 2.56 -0.52
H -10.45 4.00 0.14
H -8.31 3.65 0.90
H -7.05 1.63 1.11
H -6.03 2.86 0.39
H -6.62 0.33 -0.66
H -5.68 1.64 -1.47
H -7.67 2.65 -2.31
H -7.68 1.53 -4.19
H -8.44 0.10 -3.55
H -5.46 0.76 -3.38
H -6.23 -0.84 -2.92
H -5.79 0.42 -5.66
H -7.25 -0.53 -5.36
O -0.10 4.17 -3.97
P 1.40 4.18 -4.12
O 1.53 5.28 -5.33
C 1.22 6.65 -5.06
C 2.15 7.26 -4.02
O 1.49 2.75 -4.94
C 0.59 1.70 -4.60
C -0.52 1.60 -5.63
O 3.04 4.12 -3.88
C 3.98 3.67 -4.87
C 4.28 4.66 -5.98
H 0.18 6.73 -4.74
H 1.32 7.19 -6.00
H 2.00 6.80 -3.04
H 1.97 8.33 -3.93
H 3.19 7.10 -4.29
H 0.19 1.85 -3.60
H 1.16 0.77 -4.58
H -0.92 2.58 -5.89
H -1.34 0.98 -5.26
H -0.15 1.16 -6.55
H 3.70 2.70 -5.28
H 4.91 3.50 -4.31
H 3.48 4.69 -6.72
H 5.19 4.35 -6.50
H 4.42 5.67 -5.59
O 3.33 -3.70 1.34
P 3.22 -4.18 2.77
O 4.80 -4.54 3.02
C 5.74 -3.46 3.09
C 5.47 -2.53 4.26
O 2.62 -5.68 2.41
C 1.72 -5.84 1.31
C 2.43 -6.43 0.11
O 2.81 -4.37 4.36
C 2.93 -5.61 5.08
C 4.34 -5.99 5.49
H 5.74 -2.91 2.15
H 6.73 -3.92 3.21
H 4.53 -1.98 4.11
H 6.27 -1.79 4.35
H 5.38 -3.07 5.19
H 1.24 -4.89 1.06
H 0.92 -6.51 1.64
H 3.39 -5.95 -0.06
H 1.82 -6.33 -0.79
H 2.63 -7.49 0.27
H 2.45 -6.43 4.54
H 2.34 -5.46 5.98
H 4.91 -6.38 4.66
H 4.30 -6.77 6.25
H 4.88 -5.13 5.90
O 7.42 1.20 4.36
P 7.38 2.50 5.13
O 7.86 3.55 3.96
C 6.99 3.79 2.86
C 5.67 4.40 3.27
O 8.78 2.28 5.97
C 9.18 0.96 6.36
C 10.28 0.44 5.46
O 6.91 3.67 6.18
C 7.81 4.64 6.76
C 8.22 5.76 5.84
H 6.83 2.86 2.31
H 7.52 4.48 2.19
H 5.07 3.70 3.86
H 5.09 4.69 2.40
H 5.82 5.29 3.89
H 8.33 0.28 6.37
H 9.54 1.03 7.39
H 10.06 0.64 4.41
H 10.42 -0.63 5.59
H 11.22 0.94 5.68
H 8.67 4.15 7.20
H 7.25 5.07 7.59
H 8.98 5.44 5.13
H 8.66 6.57 6.43
H 7.38 6.16 5.28
*
```

The LUMO energy comes out at -0.1086 Eh. For the largest force on an atom, the calculation gives 0.1603 Eh/bohr. As for the HOMO energy: -11.04 eV. The molar mass is 931.12 g/mol.

---

Entry 2:
Below is a cluster of 10 separate species, C41H96BrClNO12S9 in total, with properties calculated with ωB97M-V with the def2-TZVPD basis set.

```
! RIJCOSX wB97M-V def2-TZVPD def2/J DEFGRID3
* xyz 1 1
C 4.84 -1.09 4.32
O 5.39 -0.02 3.59
C 5.14 -0.07 2.20
C 3.69 0.23 1.85
C 3.47 0.28 0.33
C 3.63 1.66 -0.33
C 3.11 2.88 0.44
C 1.62 2.90 0.81
C 0.74 2.20 -0.22
C -0.73 2.09 0.13
N -1.40 1.10 -0.80
Cl -0.88 0.79 -2.38
C -2.42 0.51 -0.28
C -2.66 1.05 1.08
C -3.65 0.32 2.00
C -3.16 -0.97 2.63
C -2.92 -2.05 1.58
C -2.72 -3.45 2.18
C -3.16 -4.60 1.29
O -2.07 -5.28 0.61
C -1.14 -4.47 0.05
C 0.26 -4.85 0.38
O -1.45 -3.51 -0.62
C -1.23 1.51 1.50
Br -0.05 0.00 1.87
C -1.27 2.62 2.55
C -1.61 2.29 4.02
C -0.51 1.50 4.74
C -1.81 3.65 4.72
H 3.88 -0.82 4.77
H 4.67 -1.97 3.69
H 5.53 -1.35 5.12
H 5.82 0.63 1.72
H 5.39 -1.07 1.82
H 3.37 1.13 2.37
H 3.08 -0.58 2.26
H 2.51 -0.20 0.09
H 4.22 -0.37 -0.12
H 4.70 1.83 -0.47
H 3.20 1.65 -1.33
H 3.69 2.97 1.36
H 3.30 3.76 -0.16
H 1.47 2.52 1.82
H 1.31 3.96 0.83
H 0.78 2.80 -1.14
H 1.12 1.22 -0.49
H -1.26 3.04 -0.01
H -2.98 -0.25 -0.81
H -3.15 2.02 0.87
H -3.98 1.02 2.76
H -4.52 0.06 1.38
H -3.93 -1.31 3.33
H -2.26 -0.82 3.24
H -2.04 -1.80 0.98
H -3.80 -2.10 0.92
H -3.32 -3.51 3.09
H -1.69 -3.58 2.51
H -3.91 -4.29 0.56
H -3.62 -5.36 1.91
H 0.92 -4.65 -0.46
H 0.33 -5.89 0.69
H 0.53 -4.24 1.25
H -0.35 3.20 2.55
H -2.06 3.29 2.19
H -2.56 1.77 4.10
H -0.67 0.43 4.65
H 0.47 1.69 4.29
H -0.48 1.75 5.80
H -1.69 3.56 5.80
H -2.78 4.09 4.48
H -1.05 4.36 4.38
C 0.71 -10.19 2.79
S 0.73 -8.55 2.07
O 0.83 -7.57 3.19
C -0.98 -8.56 1.54
H 1.68 -10.37 3.23
H -0.06 -10.23 3.56
H 0.51 -10.92 2.00
H -1.63 -8.71 2.40
H -1.11 -9.34 0.80
H -1.20 -7.59 1.09
C -7.68 -7.35 0.16
S -6.22 -7.09 1.18
O -6.21 -5.64 1.54
C -5.03 -7.30 -0.15
H -8.55 -7.22 0.80
H -7.69 -6.62 -0.65
H -7.66 -8.36 -0.24
H -5.23 -6.57 -0.94
H -5.10 -8.31 -0.53
H -4.04 -7.13 0.27
C 0.67 6.52 -2.14
S 2.45 6.68 -2.16
O 3.00 5.47 -1.48
C 2.54 8.04 -1.01
H 0.40 5.68 -2.79
H 0.33 6.33 -1.12
H 0.22 7.43 -2.53
H 2.07 7.75 -0.06
H 2.05 8.91 -1.44
H 3.59 8.27 -0.84
C -2.99 1.29 -5.51
S -2.64 1.37 -7.28
O -3.79 2.06 -7.90
C -2.86 -0.39 -7.59
H -2.95 2.31 -5.13
H -3.99 0.88 -5.36
H -2.24 0.67 -5.02
H -3.86 -0.69 -7.28
H -2.10 -0.95 -7.04
H -2.73 -0.55 -8.65
C -7.71 0.64 5.84
S -6.86 -0.12 4.46
O -5.53 0.55 4.36
C -7.89 0.59 3.17
H -7.19 0.36 6.75
H -7.69 1.72 5.72
H -8.74 0.27 5.88
H -7.86 1.68 3.24
H -8.91 0.22 3.28
H -7.49 0.26 2.22
C -2.46 -9.34 -2.20
S -1.42 -10.76 -1.84
O -0.25 -10.26 -1.08
C -0.87 -11.02 -3.53
H -2.87 -8.99 -1.25
H -1.86 -8.55 -2.65
H -3.27 -9.64 -2.86
H -0.38 -10.12 -3.89
H -1.73 -11.27 -4.15
H -0.17 -11.85 -3.52
C 6.02 1.97 -4.68
S 4.52 2.83 -4.22
O 3.94 3.42 -5.45
C 5.32 4.16 -3.32
H 5.75 1.11 -5.28
H 6.66 2.63 -5.25
H 6.53 1.64 -3.77
H 6.01 4.69 -3.99
H 5.85 3.74 -2.47
H 4.53 4.82 -2.98
C 10.63 1.30 -2.84
S 9.47 1.38 -1.46
O 8.13 1.06 -2.02
C 9.53 3.16 -1.26
H 10.70 0.26 -3.15
H 10.26 1.91 -3.66
H 11.61 1.65 -2.51
H 9.24 3.64 -2.20
H 10.54 3.46 -0.98
H 8.83 3.43 -0.47
C -0.01 12.02 -2.66
S 1.78 12.15 -2.67
O 2.30 10.93 -1.99
C 1.89 13.49 -1.49
H -0.29 11.20 -3.31
H -0.36 11.82 -1.64
H -0.44 12.95 -3.04
H 1.42 13.19 -0.55
H 1.41 14.37 -1.90
H 2.95 13.69 -1.32
*
```

The LUMO energy comes out at -0.1204 Eh. For the largest force on an atom, the calculation gives 0.0191 Eh/bohr. As for the HOMO energy: -9.72 eV. The molar mass is 1199.17 g/mol.

---

Entry 3:
Below is a cluster of 8 separate species, C42H102N6O2 in total in a non-equilibrium geometry, with properties calculated with ωB97M-V with the def2-TZVPD basis set.

```
! RIJCOSX wB97M-V def2-TZVPD def2/J DEFGRID3
* xyz 0 1
C 0.05 -2.47 4.50
C 0.14 -3.86 5.11
N 0.75 -4.88 4.28
C 2.16 -4.59 4.01
C 2.91 -5.83 3.56
C 0.06 -5.22 3.01
C -1.46 -5.13 3.02
H 1.03 -1.98 4.53
H -0.62 -1.83 5.08
H -0.36 -2.48 3.49
H 0.64 -3.84 6.08
H -0.88 -4.15 5.41
H 2.35 -3.84 3.22
H 2.63 -4.17 4.90
H 2.83 -6.65 4.28
H 2.55 -6.26 2.62
H 3.97 -5.62 3.42
H 0.26 -6.29 2.94
H 0.52 -4.74 2.14
H -1.90 -4.16 2.79
H -1.78 -5.39 4.03
H -1.85 -5.89 2.35
C -0.50 -3.33 -3.86
C -1.54 -3.32 -4.97
N -2.67 -2.44 -4.65
C -3.73 -2.41 -5.65
C -4.35 -3.79 -5.91
C -2.20 -1.11 -4.28
C -3.33 -0.17 -3.82
H -0.88 -3.42 -2.84
H 0.25 -2.55 -3.97
H 0.08 -4.27 -3.90
H -1.05 -2.95 -5.89
H -1.97 -4.31 -5.03
H -4.57 -1.81 -5.29
H -3.33 -2.02 -6.59
H -4.93 -4.21 -5.09
H -4.93 -3.75 -6.83
H -3.58 -4.54 -6.12
H -1.59 -0.59 -5.04
H -1.57 -1.18 -3.39
H -3.86 -0.59 -2.97
H -4.08 0.03 -4.59
H -2.94 0.81 -3.54
C -0.51 -2.27 -0.39
C -0.44 -1.41 0.87
N -0.58 0.00 0.56
C 0.04 0.86 1.58
C 1.56 0.97 1.37
C -2.01 0.34 0.39
C -2.19 1.64 -0.39
H -0.21 -3.30 -0.16
H 0.26 -1.83 -1.02
H -1.51 -2.32 -0.82
H -1.05 -1.78 1.71
H 0.57 -1.54 1.27
H -0.44 1.84 1.54
H -0.20 0.44 2.56
H 2.04 0.00 1.26
H 1.78 1.62 0.52
H 1.97 1.46 2.26
H -2.51 0.39 1.36
H -2.46 -0.50 -0.14
H -1.47 1.83 -1.18
H -2.22 2.49 0.31
H -3.20 1.69 -0.80
C 0.83 6.29 -4.58
C 0.86 7.20 -3.36
N -0.29 7.10 -2.50
C -0.55 8.11 -1.50
C -1.95 8.08 -0.90
C -0.72 5.74 -2.17
C 0.35 5.05 -1.30
H 1.71 6.41 -5.20
H -0.02 6.52 -5.22
H 0.83 5.24 -4.26
H 1.81 7.11 -2.81
H 0.83 8.24 -3.72
H -0.59 9.03 -2.10
H 0.23 8.16 -0.73
H -2.13 7.22 -0.25
H -2.65 8.23 -1.71
H -2.01 8.95 -0.24
H -1.61 5.63 -1.55
H -0.89 5.14 -3.06
H 0.49 5.61 -0.37
H 0.18 4.00 -1.04
H 1.34 4.99 -1.76
C 5.50 1.35 0.64
C 5.40 2.55 -0.30
N 5.58 2.17 -1.68
C 5.02 3.21 -2.58
C 3.54 2.93 -2.81
C 7.02 2.00 -2.03
C 7.09 1.10 -3.29
H 4.82 0.57 0.29
H 5.10 1.61 1.62
H 6.50 0.92 0.67
H 4.46 3.07 -0.08
H 6.12 3.31 0.05
H 5.22 4.17 -2.07
H 5.56 3.30 -3.52
H 3.09 3.68 -3.47
H 3.44 2.01 -3.39
H 3.00 2.77 -1.88
H 7.50 1.49 -1.19
H 7.48 2.98 -2.17
H 7.97 1.41 -3.87
H 6.20 1.18 -3.90
H 7.25 0.05 -3.05
C -0.63 1.16 6.55
C -1.63 1.91 5.67
N -2.98 1.40 5.85
C -3.98 2.27 5.19
C -3.81 2.47 3.68
C -3.16 0.00 5.53
C -4.48 -0.59 6.06
H -0.98 0.95 7.56
H 0.29 1.75 6.62
H -0.23 0.29 6.02
H -1.58 2.97 5.92
H -1.31 1.81 4.62
H -4.97 1.93 5.49
H -3.91 3.23 5.72
H -2.79 2.66 3.36
H -4.19 1.53 3.27
H -4.39 3.33 3.34
H -2.41 -0.58 6.08
H -3.07 -0.29 4.47
H -5.33 -0.21 5.49
H -4.64 -0.18 7.06
H -4.41 -1.67 5.98
C 3.26 -2.14 -0.10
C 3.13 -1.91 -1.57
C 2.77 -0.52 -2.04
O 3.33 -2.80 -2.36
H 3.95 -2.92 0.19
H 2.26 -2.54 0.13
H 3.42 -1.23 0.47
H 1.81 -0.19 -1.62
H 2.65 -0.60 -3.12
H 3.52 0.23 -1.80
C -3.87 -5.61 -2.08
C -3.03 -5.30 -0.86
C -1.66 -5.96 -0.65
O -3.39 -4.52 -0.01
H -4.64 -6.36 -1.88
H -3.27 -6.01 -2.90
H -4.38 -4.69 -2.36
H -1.04 -5.21 -0.18
H -1.30 -6.35 -1.60
H -1.83 -6.85 -0.04
*
```

The SMILES is CCN(CC)CC.CCN(CC)CC.CCN(CC)CC.CCN(CC)CC.CCN(CC)CC.CCN(CC)CC.CC(C)=O.CC(C)=O. The LUMO energy comes out at 0.0237 Eh. For the largest force on an atom, the calculation gives 0.0523 Eh/bohr. As for the HOMO energy: -7.92 eV. The molar mass is 723.32 g/mol.